Here is a cluster of 16 separate species, C89H173N15O8 in total at a distorted geometry from OMol25. Energies are from ωB97M-V/def2-TZVPD.

XYZ file:
```
285
Properties=species:S:1:pos:R:3:forces:R:3:mulliken_charge:R:1
C -29.6979 5.4596 9.3651 -0.70 0.45 -0.58 -2.0139
C -29.6765 5.5510 7.8506 -0.51 -1.53 -1.77 1.8915
C -28.7939 6.7233 7.4533 1.01 0.71 -0.64 -1.2280
C -28.3229 6.7752 5.9770 -1.63 -1.44 -0.25 -0.6511
C -27.7239 5.4072 5.5839 0.79 0.03 0.96 -1.5482
C -28.6519 4.1901 5.8907 0.65 0.72 0.47 2.3967
N -29.0597 4.2819 7.3047 -0.47 0.13 0.99 -0.2287
O -30.0288 3.2234 7.5883 0.79 0.37 -0.27 0.8772
C -29.7525 4.1484 4.8482 0.34 -0.67 -0.17 -1.2344
C -27.8718 2.8704 5.8095 -0.12 0.30 -1.07 -1.9530
C -31.0938 5.6592 7.2321 -0.04 1.78 0.35 -1.3581
H -29.9753 6.4776 9.6570 0.08 -0.21 0.60 0.4889
H -28.7051 5.2020 9.6853 0.41 -0.03 0.41 0.4532
H -30.4246 4.7425 9.7543 0.09 0.08 -0.14 0.1937
H -29.2733 7.6934 7.6746 -0.08 -0.48 0.15 0.3642
H -27.8560 6.7040 8.0348 -0.36 -0.12 0.15 0.3767
H -27.6616 7.6428 5.8702 -0.10 -0.38 -0.38 0.4237
H -29.2174 6.8332 5.3145 0.51 0.82 0.37 0.2725
H -26.7992 5.3095 6.1528 0.13 -0.33 0.28 0.4376
H -27.3818 5.3400 4.5512 -0.35 0.17 -0.23 0.4242
H -29.2966 3.7187 3.9573 0.07 0.47 -0.43 0.7011
H -30.4495 3.3757 5.1214 -0.79 0.02 0.38 -0.3911
H -30.2196 5.1052 4.6474 -0.13 -0.10 -0.13 0.2390
H -27.1850 2.7246 6.6298 0.00 0.07 0.28 0.4305
H -28.5899 2.0514 5.7412 0.07 -0.15 0.27 -0.2842
H -27.3046 2.8544 4.8737 0.09 -0.01 0.01 0.5831
H -31.0844 6.1197 6.2271 0.07 -0.40 0.44 0.3251
H -31.7071 6.3355 7.8390 0.07 0.08 0.05 0.5359
H -31.6288 4.7308 7.2209 0.02 -0.58 -0.13 -0.1116
H -29.4827 2.5395 8.0228 -0.01 0.34 -0.02 -0.2276
C -29.4443 -6.3192 11.2872 0.51 -0.46 -0.30 -0.3855
C -29.5114 -4.8034 11.3300 -1.21 0.10 0.23 2.3599
C -30.4575 -4.2732 10.2489 0.18 0.50 -0.30 0.5472
C -31.9190 -4.6119 10.5053 -0.32 0.20 -0.10 -0.3362
C -32.3898 -4.1307 11.8960 0.41 0.76 -0.59 -1.1892
C -31.4752 -4.6067 13.0073 0.96 -0.05 0.31 1.6558
N -30.0509 -4.2760 12.6048 -1.20 0.34 0.47 0.6242
O -29.2571 -4.7867 13.6462 0.64 -0.68 0.55 -0.6089
C -31.7978 -3.8146 14.2811 0.09 0.59 0.47 -1.8746
C -31.6878 -6.1062 13.3161 -0.43 0.61 0.12 -1.6225
C -28.1507 -4.1974 11.1655 0.17 0.82 -0.40 -1.9969
H -28.9558 -6.7108 12.1875 -0.44 0.02 -0.03 0.5297
H -28.7921 -6.6408 10.4695 -0.10 0.14 -0.11 -0.3068
H -30.4397 -6.7475 11.1272 0.52 -0.14 0.14 -0.5379
H -30.3560 -3.1682 10.2534 0.06 -0.47 -0.31 -0.5625
H -30.1598 -4.6831 9.2491 -0.03 0.64 0.83 -0.3055
H -32.0180 -5.6988 10.4336 -0.36 0.04 -0.10 0.3910
H -32.5027 -4.1486 9.6815 0.06 -0.39 0.57 -0.0476
H -33.3845 -4.4828 12.1690 -0.21 0.10 -0.35 0.4639
H -32.3886 -3.0073 11.9040 -0.11 -0.88 -0.02 0.0619
H -32.8560 -3.8682 14.5775 0.18 -0.42 -0.29 0.3777
H -31.2022 -4.1386 15.1515 -0.18 0.04 -0.44 0.4181
H -31.6384 -2.7370 14.1373 0.29 -0.20 -0.11 0.2957
H -32.6312 -6.1668 13.8737 0.12 -0.22 -0.15 0.4913
H -31.7937 -6.6291 12.3723 -0.08 -0.43 0.29 0.2933
H -30.8948 -6.5271 13.9468 -0.15 0.14 -0.37 0.2662
H -27.8868 -4.2247 10.1169 0.32 -0.40 -0.35 -0.1372
H -27.4212 -4.7396 11.7533 0.31 0.13 0.11 0.6163
H -28.1708 -3.1131 11.3815 0.02 -0.47 0.34 0.4241
H -28.7813 -4.0473 14.0231 0.02 0.38 -0.06 0.3348
C -31.3143 -0.1350 7.0253 -0.68 0.80 0.20 -0.2492
C -32.7319 0.4666 7.3893 1.71 0.51 -0.70 2.6541
C -33.0750 1.5239 6.3790 -0.33 0.56 -0.91 0.9611
C -34.5707 1.8289 6.3166 -0.09 -0.05 0.34 -1.2729
C -35.3916 0.5550 6.0754 -0.91 0.25 0.44 0.1510
C -35.1141 -0.5408 7.1288 1.05 -0.43 -1.22 1.5354
N -33.6252 -0.6457 7.2649 -0.76 -1.10 -0.37 0.1531
O -33.2665 -1.5450 8.3089 -0.74 -0.22 0.13 0.1604
C -35.7745 -0.1313 8.3743 -1.35 1.37 1.92 -1.8428
C -35.6501 -1.9247 6.6882 -0.24 0.62 0.15 -1.3746
C -32.7342 1.1741 8.7199 -1.31 -0.20 0.76 -1.4882
H -31.3043 -0.3836 5.9616 -0.05 -0.06 0.00 -0.1224
H -31.1594 -1.0452 7.5922 0.23 -0.02 0.15 -0.0680
H -30.5075 0.5835 7.2089 -0.11 -0.03 0.08 -0.4195
H -32.4810 2.4236 6.6234 -0.19 -0.34 -0.34 -1.2179
H -32.7797 1.1438 5.4055 0.15 0.16 -0.41 -0.3660
H -34.8237 2.5697 5.5670 0.23 0.05 -0.51 0.4926
H -34.8944 2.3397 7.2296 -0.01 -0.30 0.14 0.3940
H -35.2550 0.1645 5.0645 0.20 0.07 0.08 -0.9231
H -36.4747 0.8300 6.1968 0.80 -0.36 -0.37 0.5696
H -36.8652 0.0694 8.3095 0.45 -0.44 -0.45 0.4101
H -35.6608 -0.8097 9.2080 0.34 -0.30 0.14 0.2750
H -35.3831 0.8436 8.6700 0.01 -0.19 0.27 0.4316
H -35.2547 -2.2475 5.7262 0.05 0.17 -0.16 -0.0984
H -35.3670 -2.6843 7.4236 -0.23 0.14 0.01 0.2924
H -36.7537 -1.8371 6.6282 0.52 -0.29 0.00 0.4975
H -32.0225 1.9714 8.8342 0.92 -0.06 -0.11 0.0102
H -32.7072 0.4177 9.4938 0.23 0.17 0.53 -0.1026
H -33.6818 1.7223 8.8093 0.11 -0.29 0.21 0.5656
H -33.0230 -2.3458 7.8266 0.19 -0.20 0.04 0.0997
C -29.5376 -11.0498 -0.4544 0.58 0.68 -0.06 -1.8708
C -29.7211 -11.3359 1.0275 0.38 1.74 0.93 1.3958
C -28.4683 -10.8410 1.7918 0.48 -0.36 1.21 -0.9676
C -28.7187 -10.8451 3.3431 0.77 0.42 -0.57 -0.8233
C -29.8851 -9.9245 3.7051 1.03 0.41 -0.34 -0.3570
C -31.1683 -10.2207 2.9191 -0.68 0.86 -0.04 1.9018
N -30.8491 -10.4570 1.5085 0.49 -0.88 -1.11 1.0637
O -32.0419 -10.9750 0.8994 -0.11 0.31 -0.28 -0.6016
C -31.9615 -11.3602 3.6253 0.38 -0.09 -0.57 -1.6590
C -31.9846 -8.9111 2.8613 -0.47 -0.72 0.32 -1.8354
C -29.8920 -12.8118 1.2996 -0.50 -0.35 -0.61 -1.7378
H -30.4130 -11.2951 -1.0193 -0.45 -0.58 -0.38 0.4555
H -28.6706 -11.6102 -0.7973 -0.07 -0.22 -0.26 0.4553
H -29.3300 -9.9912 -0.7119 -0.04 -0.33 0.63 0.1074
H -27.6245 -11.5288 1.5838 -0.40 0.22 -0.03 0.5383
H -28.1213 -9.8525 1.4850 -0.32 0.09 -0.19 0.0541
H -27.7987 -10.5856 3.9416 -0.79 -0.01 -0.80 0.0963
H -28.9124 -11.8652 3.5954 -0.28 -0.69 0.49 0.4520
H -29.5029 -8.8950 3.5164 -0.56 -0.37 -0.04 -0.4133
H -30.0975 -9.9632 4.7735 -0.14 -0.08 0.06 0.3421
H -32.6466 -11.9660 2.9966 0.06 1.02 0.28 0.2656
H -31.1845 -12.0573 3.8411 0.53 -0.87 0.71 0.5053
H -32.4044 -11.0411 4.5805 0.00 0.00 -0.47 0.3957
H -32.9357 -9.0944 2.3439 0.08 0.08 0.30 0.5859
H -32.1602 -8.6056 3.8870 -0.32 0.30 0.18 0.4445
H -31.4643 -8.1220 2.3256 0.32 -0.22 0.30 -0.2734
H -29.0834 -13.3811 0.7737 -0.87 0.26 0.50 0.3845
H -30.9123 -13.1244 1.0157 0.61 -0.11 -0.30 0.3276
H -29.8529 -12.9580 2.3638 0.28 -0.45 0.35 0.3569
H -32.2660 -10.3185 0.2259 0.05 -0.14 0.18 0.2991
C -35.0185 -1.7542 -1.1228 -1.75 -0.59 0.86 -1.8358
C -34.9704 -2.7032 0.1005 -0.03 -0.20 -0.48 1.6128
C -33.7557 -2.3283 0.9163 1.04 -0.27 -0.40 -0.1891
C -33.8731 -1.0172 1.6782 -1.32 0.14 0.25 0.0485
C -35.2399 -1.0352 2.4858 1.56 0.13 0.26 -0.5575
C -36.4737 -1.3983 1.6971 -0.82 -1.46 1.09 1.7077
N -36.1450 -2.6614 0.9721 -1.25 0.44 -1.03 0.3218
O -37.2684 -2.9404 0.0532 0.48 0.55 0.51 -0.5606
C -37.6026 -1.8590 2.7010 -0.17 0.71 0.16 -1.7076
C -36.9526 -0.2092 0.9002 -0.30 0.06 0.38 -1.8969
C -34.8659 -4.1431 -0.3665 0.84 -1.05 -0.48 -1.5610
H -34.1752 -1.7909 -1.7714 0.88 -0.21 -0.24 0.4255
H -35.1324 -0.7768 -0.6885 0.11 0.49 -0.55 0.3183
H -35.9146 -2.0119 -1.7006 0.17 0.33 0.02 0.3955
H -33.5330 -3.1274 1.6242 -0.08 -0.06 0.20 -0.7049
H -32.8976 -2.3352 0.2003 -0.40 0.18 0.56 0.4031
H -33.8112 -0.1179 1.0454 -0.04 -0.36 0.00 0.2036
H -33.0312 -0.9830 2.3696 -0.12 0.26 0.22 -0.2806
H -35.4437 -0.0692 2.9673 0.26 -0.20 -0.06 0.7329
H -35.0861 -1.7777 3.2718 -0.12 0.02 0.18 -0.6506
H -37.2779 -2.6782 3.3472 0.21 -0.22 -0.40 0.3018
H -37.7909 -1.0494 3.4300 -0.16 -0.04 -0.48 0.3412
H -38.5787 -2.1485 2.2223 1.05 0.44 0.25 0.3797
H -37.3964 0.5704 1.5258 0.10 -0.27 0.36 0.4098
H -36.1096 0.2605 0.4213 -0.13 0.20 -0.64 0.4208
H -37.7497 -0.5616 0.2715 -0.05 0.17 -0.91 0.4131
H -34.7704 -4.9043 0.4412 0.15 0.78 -0.12 0.0989
H -33.9465 -4.1666 -0.9870 -0.41 -0.40 0.15 0.2852
H -35.7128 -4.5175 -0.9649 0.34 0.63 0.03 0.4896
H -37.7631 -3.6478 0.4668 0.05 -0.23 0.32 0.3440
C -34.8548 -5.6776 5.0297 -1.19 0.74 -0.62 -1.4604
C -34.0615 -5.0223 3.8705 -0.05 0.09 1.00 0.7333
C -32.5905 -4.7459 4.2423 -0.03 -0.15 0.63 2.0706
C -32.4193 -4.1832 5.6321 0.50 -0.61 0.46 -0.5570
N -32.2451 -3.8269 6.7260 -0.41 -0.36 -1.76 -0.0382
H -34.3555 -6.5246 5.4447 0.40 -0.76 0.19 0.3728
H -35.8435 -6.0017 4.6208 0.72 0.11 0.42 0.4643
H -35.0805 -4.9923 5.8810 0.35 -0.22 -0.75 0.1708
H -34.5802 -4.0884 3.6291 0.16 -0.16 -0.34 -0.6999
H -34.0272 -5.6931 2.9993 -0.27 0.33 0.16 0.4348
H -32.0839 -4.0937 3.5553 -0.16 0.78 -0.23 -1.1894
H -32.0046 -5.6633 4.0379 -0.13 0.19 1.09 -0.2799
C -21.7020 -0.8833 2.8850 0.42 0.21 -0.69 -1.3587
C -23.1656 -0.6419 2.4345 1.00 0.52 0.25 -0.1030
C -24.0213 -0.9165 3.6722 -0.92 0.68 0.35 0.7147
C -24.0306 0.2280 4.6257 0.00 -0.79 -0.74 0.0081
N -24.1328 1.0991 5.3617 0.05 0.36 0.32 -0.5366
H -21.5407 -1.9226 3.2170 -0.16 0.33 -0.18 0.3293
H -21.4343 -0.2311 3.7209 -0.20 -0.05 0.04 0.3918
H -20.9577 -0.6528 2.0984 -0.45 -0.21 0.22 0.3533
H -23.4075 -1.2614 1.5566 -0.15 -0.03 0.55 0.1023
H -23.2918 0.4169 2.1182 0.06 -0.64 0.16 0.4185
H -23.6444 -1.7691 4.2294 -0.10 -0.29 -0.07 0.1019
H -25.0887 -1.0844 3.4642 0.33 -0.20 -0.15 -0.4183
C -24.9042 -8.9976 5.5065 0.43 0.53 -0.41 -1.6702
C -26.3205 -8.4110 5.4678 0.11 -0.22 -0.79 -0.4907
C -26.5507 -7.0779 6.2209 0.60 -0.72 0.34 2.1883
C -26.6123 -7.1917 7.6904 -0.23 0.08 -2.40 0.1139
N -26.7276 -7.2611 8.8161 -0.01 -0.14 1.96 -0.6836
H -24.1390 -8.2310 5.2966 -0.29 -0.03 0.11 0.3469
H -24.7486 -9.7585 4.7159 -0.32 0.16 0.59 0.4085
H -24.6564 -9.3999 6.4811 0.02 -0.27 0.15 0.4073
H -27.0182 -9.2224 5.7218 -0.08 0.53 0.33 0.3236
H -26.5468 -8.1954 4.4136 -0.06 0.09 0.16 0.3324
H -27.4249 -6.5739 5.8313 -0.45 -0.08 0.16 -1.1630
H -25.7335 -6.3907 6.0260 0.32 0.09 -0.22 -0.0728
C -30.7786 1.1669 3.0531 -0.55 -0.41 -0.21 -0.4751
C -30.7028 0.8490 1.5660 -0.20 -1.15 -0.25 -0.7420
C -30.1666 -0.5877 1.2951 0.66 -0.25 -0.44 1.4901
C -30.1476 -0.9861 -0.1372 0.15 1.55 3.41 -0.3405
N -30.2139 -1.2656 -1.2262 -0.03 -0.90 -2.99 -0.6508
H -31.4597 0.4516 3.5265 0.16 0.06 0.15 -0.3133
H -31.2018 2.1509 3.2040 -0.10 0.26 0.02 0.3999
H -29.8244 1.1479 3.5704 0.23 -0.15 -0.05 0.3922
H -30.0543 1.5445 1.0537 0.10 0.28 -0.24 0.5992
H -31.7052 0.8856 1.1090 0.35 0.29 0.18 0.2903
H -30.7628 -1.4060 1.6948 -0.24 0.20 0.72 -0.9638
H -29.1429 -0.7112 1.7093 -0.51 0.04 -0.22 0.4403
C -30.6533 -6.8718 7.6890 0.80 -0.81 -0.50 -0.1625
C -29.9267 -8.1953 8.0738 -1.19 0.27 0.55 0.2185
C -30.9134 -9.1866 8.7653 1.16 0.25 -0.03 -0.5326
C -31.9817 -9.5924 7.8695 1.37 0.47 1.27 0.2483
N -32.8108 -9.9274 7.1754 -1.57 -0.58 -1.46 -0.5382
H -31.5871 -7.0145 7.1221 0.24 -0.16 0.30 0.4277
H -29.9743 -6.3349 7.0170 -0.18 0.33 0.21 -0.3073
H -30.8493 -6.2850 8.5888 -0.06 -0.13 -0.30 -0.1469
H -29.0791 -7.9549 8.7357 -0.48 -0.29 -0.16 -0.2410
H -29.5318 -8.7597 7.2354 0.16 0.30 -0.48 0.0210
H -31.3428 -8.7634 9.6628 -0.16 0.19 0.26 0.1421
H -30.3455 -10.0733 9.0606 -0.21 -0.05 0.04 0.4952
C -23.0044 -4.6489 1.1191 -0.17 -0.48 -0.83 -0.6645
C -23.2065 -6.0220 1.7652 0.19 -0.40 1.45 -0.8015
C -24.4143 -6.0453 2.6902 -0.83 0.84 0.70 0.7922
C -24.3799 -5.0622 3.8126 0.00 -3.23 -4.18 0.1240
N -24.3947 -4.3584 4.6785 0.03 2.92 3.53 -0.4383
H -22.4919 -3.9328 1.7704 -0.24 -0.22 0.05 0.1753
H -23.9808 -4.2156 0.7884 0.76 -0.29 0.20 -0.0458
H -22.3610 -4.8159 0.2434 -0.22 0.42 0.09 0.4341
H -22.3444 -6.2868 2.4279 -0.33 0.14 -0.87 0.3436
H -23.4003 -6.8797 1.0938 0.47 0.71 -0.16 0.3773
H -24.5631 -7.0007 3.1782 0.12 -0.42 -0.05 0.0362
H -25.3340 -5.8472 2.1224 0.11 0.07 0.13 -0.3204
C -26.4015 -4.5391 -1.1887 1.62 0.03 0.64 -0.8247
C -27.2216 -3.2930 -1.2833 -0.82 0.70 -0.58 -0.2319
C -26.7409 -2.0981 -0.4245 -0.39 -0.63 0.38 -0.6375
C -26.7043 -2.4767 1.0037 0.08 0.55 -1.64 -0.0076
N -26.7099 -2.8230 2.0886 0.07 -0.36 1.23 -0.0973
H -25.3536 -4.2583 -1.4542 -0.53 -0.50 0.08 0.3611
H -26.7092 -5.3802 -1.8235 -0.12 0.42 0.14 0.4045
H -26.3686 -4.8621 -0.1365 -0.03 -0.22 -0.29 -0.1007
H -28.2797 -3.5073 -1.0879 0.16 0.24 0.07 0.0328
H -27.1567 -2.8940 -2.2928 -0.28 -0.11 -0.28 0.4283
H -27.4613 -1.2706 -0.5339 0.44 -0.22 -0.05 0.2595
H -25.7421 -1.7926 -0.7566 -0.18 0.09 0.20 0.4172
C -27.6421 -3.5364 6.8403 0.59 -1.01 -0.16 -0.4727
C -28.7412 -2.7403 6.1361 1.34 -0.59 0.46 1.3189
C -28.8339 -3.1465 4.6753 -0.41 0.28 -0.09 0.7621
C -28.9474 -4.5889 4.4803 -0.06 2.16 0.11 0.1524
N -29.0442 -5.6765 4.1812 -0.14 -2.39 -0.33 -0.3581
H -27.7802 -4.6524 6.7252 -0.23 1.12 0.26 -0.4990
H -27.5633 -3.3238 7.9115 -0.13 0.08 -0.21 0.2265
H -26.6541 -3.3733 6.3861 -0.12 0.22 0.09 0.2102
H -28.5417 -1.6766 6.2371 -0.01 0.14 -0.20 -0.0767
H -29.6390 -2.9432 6.6679 -1.10 -0.08 0.17 -0.8890
H -27.9545 -2.8630 4.0876 -0.12 0.20 0.16 -0.4577
H -29.7298 -2.6908 4.2319 0.23 -0.10 -0.19 0.0897
C -28.6920 -6.8969 0.5575 -0.78 0.05 -1.02 -0.1289
C -29.8964 -6.6512 -0.4312 0.80 0.69 2.12 -1.0019
C -31.2077 -6.2868 0.3398 0.24 0.38 -0.94 0.4115
C -31.0484 -5.0837 1.1651 0.39 -1.00 -0.59 -0.1872
N -30.7973 -4.1677 1.7986 0.08 0.89 0.27 0.2549
H -28.4246 -6.0538 1.1978 -0.59 0.05 0.15 0.1192
H -27.8031 -7.0197 -0.0623 0.06 -0.60 0.09 0.4247
H -28.9438 -7.7859 1.1491 0.46 0.21 0.01 -0.4658
H -30.0551 -7.5458 -0.9912 -0.27 -0.68 -0.36 0.5067
H -29.6024 -5.8811 -1.1317 -0.25 0.39 -0.16 0.3419
H -31.5417 -7.1118 0.9720 0.05 0.20 -0.28 -0.5761
H -31.9879 -6.0480 -0.3945 -0.05 -0.23 0.20 0.4209
C -24.9208 -4.0812 9.1129 -0.38 -0.52 1.28 -0.1506
C -24.6392 -3.8196 10.6336 0.59 -2.00 -0.81 -0.1983
C -23.2777 -3.1750 10.9007 0.43 -0.05 -0.02 -0.6609
C -22.0836 -3.9220 10.4076 -2.14 1.28 0.30 0.1798
N -21.1683 -4.4461 9.9854 1.25 -0.81 -0.46 -0.4424
H -24.2173 -4.7761 8.6644 0.46 0.01 0.19 0.4520
H -24.8783 -3.1676 8.5595 -0.14 0.65 -0.45 0.1884
H -25.8893 -4.5839 8.9690 0.17 0.46 0.19 -0.4665
H -24.6178 -4.8143 11.1426 -0.14 0.61 -0.33 0.3607
H -25.4212 -3.2652 11.1337 -0.16 0.39 -0.15 0.0533
H -23.1188 -3.0842 11.9620 -0.06 0.01 0.60 0.4235
H -23.2457 -2.1469 10.5408 0.16 -0.04 -0.36 0.3053
C -30.7789 -0.3545 11.5400 0.91 -0.46 -0.44 -0.6515
C -29.7862 0.6093 10.9000 0.02 0.15 -0.77 0.7306
O -28.6739 -0.1630 10.3057 -0.77 -0.51 1.22 -0.3042
C -28.0625 0.3447 9.2674 -1.15 1.78 -0.24 0.6327
O -28.2799 1.4732 8.8253 0.53 -1.12 0.26 -0.8638
O -27.2256 -0.5245 8.7603 0.75 0.63 -0.28 0.0570
C -26.4656 0.0224 7.6315 -1.27 -1.35 -0.22 -0.7555
H -31.0963 -1.0170 10.7374 -0.17 -0.15 -0.10 -0.3442
H -31.6905 0.1516 11.8801 0.49 -0.01 0.29 0.4972
H -30.2829 -1.0136 12.2771 -0.49 0.53 0.03 0.2783
H -29.3662 1.3927 11.5388 0.00 -0.36 0.09 0.4293
H -30.2695 1.1038 10.0588 -0.04 0.15 0.11 -0.5981
H -27.1845 0.1432 6.8047 0.52 -0.01 0.15 0.0408
H -25.7886 -0.7977 7.4706 0.50 0.05 -0.53 0.0526
H -25.9824 0.9575 7.8182 0.25 0.40 0.46 0.6657
```
Forces are in eV/Å.

Here is the ion C2H4NO with charge +1 at a distorted geometry from OMol25. Energies are from ωB97M-V/def2-TZVPD.

XYZ file:
```
8
Properties=species:S:1:pos:R:3:forces:R:3:mulliken_charge:R:1
C 0.3951 0.0615 -0.4067 -7.34 1.50 -3.54 0.1168
C -0.9349 0.0427 0.2572 1.38 -1.71 0.06 -0.8586
N 1.4790 -0.1827 0.0634 -2.03 -0.78 1.27 0.5660
O 2.5310 -0.2042 0.4023 8.18 -0.45 2.07 -0.2270
H 0.2414 0.2927 -1.4622 0.75 0.16 -0.53 0.3884
H -1.4652 -0.7919 -0.2622 -0.12 0.64 0.15 0.3314
H -0.8295 -0.1983 1.2860 -0.15 -0.16 0.98 0.3339
H -1.4169 0.9802 0.1221 -0.67 0.80 -0.46 0.3490
```
Forces are in eV/Å.

Calculated values
Total charge: +1
Multiplicity: 3
Expectation value of S²: 2.0106

Number 1: calculated total energy -4917.9391 Ha. Number 2: calculated total energy -208.1031 Ha.